# 1
176
Properties=species:S:1:pos:R:3 method="wB97M-V/def2-TZVPD" orbital_gap_ev=7.0 lumo_ha=-0.0248 energy_ha=-145081.75493
C 2.92612 6.43965 3.50806
C 1.90968 5.74491 2.61973
C 1.27682 4.29540 2.98465
C 1.28443 3.14192 1.83353
C 2.77695 2.65043 1.33524
C 4.02986 3.13825 2.27023
O 4.66521 4.27627 1.87134
Br 4.78724 2.24312 3.88124
N 0.45419 2.00555 2.47443
P 1.38004 1.05060 3.64411
O 1.38969 -0.64177 3.20433
Cl 0.30898 1.12493 5.52403
C 0.40080 3.52104 0.45739
O 1.07085 4.63671 -0.21839
C 0.26581 5.36615 -1.17340
C 1.19132 6.13236 -2.33754
C 1.26252 5.31479 -3.75657
C 2.87372 5.09520 -4.08418
C 3.18565 3.89546 -5.15444
C 2.60415 2.50178 -4.50626
C 3.68046 1.26720 -4.45426
C 2.94316 0.05766 -3.56866
C 3.99698 -0.26858 -2.32466
C 3.70030 -1.78667 -1.75651
C 4.74757 -2.29753 -0.60491
C 5.87740 -1.18473 -0.15868
C 7.16676 -1.09215 -1.20314
N 7.54901 0.33001 -1.56971
C 8.30893 0.72387 -2.85237
C 8.59430 2.35572 -2.93533
C 7.94034 3.00265 -1.57623
C 7.32276 1.65553 -0.86734
C -1.20560 3.82930 0.82402
C -2.35041 2.68986 0.44833
C -3.94094 3.01177 0.85378
C -4.19725 4.44742 1.61666
C -2.89114 5.40227 1.87696
N -1.46315 5.14386 1.51652
P 0.57788 2.06110 -0.82380
O -0.49400 2.25657 -2.17495
O 0.17096 0.52399 -0.14221
H 2.99530 7.63118 3.52385
H 3.69634 5.85572 4.17946
H 1.58491 6.37177 1.66583
H 0.19664 4.49920 3.45142
H 1.90537 3.87417 3.90955
H 3.05953 3.03742 0.23979
H 2.87720 1.46439 1.23736
H -0.33586 2.42491 3.05199
H 2.33808 -0.95399 3.38670
H -0.25461 6.26429 -0.58247
H -0.59596 4.79758 -1.70965
H 2.22844 6.41380 -1.87107
H 0.60884 7.14732 -2.56825
H 0.65378 4.31754 -3.67805
H 0.74816 5.94457 -4.63094
H 3.36292 4.78224 -3.04323
H 3.30441 6.13992 -4.40719
H 4.36572 3.85224 -5.33334
H 2.66098 4.20247 -6.18037
H 1.56952 2.22148 -5.02197
H 2.31979 2.73712 -3.37131
H 4.65464 1.68588 -3.90548
H 3.90066 0.93611 -5.56836
H 1.94518 0.50484 -3.09111
H 2.71565 -0.87193 -4.24660
H 5.07295 -0.14239 -2.78261
H 3.75228 0.51157 -1.47003
H 3.78894 -2.51867 -2.66879
H 2.61778 -1.80277 -1.27110
H 5.23978 -3.30129 -0.95487
H 4.11284 -2.53553 0.36625
H 6.34148 -1.58755 0.86316
H 5.40492 -0.14045 0.09092
H 8.13063 -1.61140 -0.79074
H 6.84076 -1.66884 -2.19517
H 8.64831 -0.03995 -3.68815
H 9.13174 2.97393 -3.78559
H 7.89979 4.11366 -1.20358
H 6.71212 1.63117 0.14988
H -2.16644 1.67335 -0.08924
H -4.77853 2.22993 0.59443
H -5.30840 4.73902 1.94179
H -3.12050 6.44417 2.41540
H 0.08914 2.07343 -2.99377
H 0.96595 -0.04893 0.06670
C -4.28790 -1.27129 -0.70786
Br -5.18226 -2.15391 0.77714
Br -5.11445 -1.70848 -2.41362
Br -4.16023 0.65077 -0.43680
H -3.26410 -1.65834 -0.74014
C -1.73499 -0.07276 -5.48876
Br -0.74674 0.87780 -6.86858
Br -0.61436 -0.49303 -3.95530
Br -3.34823 0.88073 -4.96683
H -2.05346 -1.02622 -5.92294
C 9.05803 2.43002 4.53485
Br 8.16368 1.54740 6.01985
Br 8.23148 1.99283 2.82910
Br 9.18571 4.35208 4.80592
H 10.08184 2.04298 4.50258
C -3.28342 -5.64483 1.30962
Br -2.52054 -6.14575 -0.40829
Br -4.20680 -7.13451 2.15351
Br -1.95361 -4.85535 2.48962
H -4.03481 -4.87299 1.11293
C -6.55693 5.09621 5.30945
Br -7.23496 6.71949 6.13973
Br -7.95925 4.11713 4.38272
Br -5.03772 5.45676 4.14923
H -6.19634 4.45060 6.11704
C -0.23227 3.85362 -10.05319
Br 0.99960 2.35939 -10.23724
Br -2.05385 3.35100 -10.51488
Br -0.13007 4.66270 -8.28710
H 0.08105 4.61685 -10.77314
C -2.45029 -9.57541 5.34947
Br -3.12833 -7.95213 6.17975
Br -3.85261 -10.55449 4.42274
Br -0.93109 -9.21486 4.18924
H -2.08971 -10.22102 6.15705
C -2.60440 0.43158 8.29561
Br -1.86652 0.54173 10.09214
Br -3.57378 -1.23089 8.01199
Br -3.69089 1.98601 7.86276
H -1.75741 0.43022 7.60162
C -7.67259 -7.27275 0.32148
Br -8.56694 -8.15537 1.80648
Br -8.49914 -7.70994 -1.38428
Br -7.54491 -5.35069 0.59254
H -6.64878 -7.65980 0.28921
C -4.53722 5.66612 -7.94862
Br -3.85454 4.09463 -7.02749
Br -6.33397 6.12556 -7.36166
Br -3.31977 7.17632 -7.80311
H -4.60363 5.41020 -9.01122
C 3.35953 -6.34984 -1.90979
Br 4.34778 -5.39928 -3.28962
Br 4.48016 -6.77012 -0.37633
Br 1.74629 -5.39636 -1.38786
H 3.04106 -7.30331 -2.34397
C -6.97039 -5.90223 6.91683
Br -6.20751 -6.40315 5.19892
Br -7.89378 -7.39192 7.76071
Br -5.64058 -5.11276 8.09683
H -7.72179 -5.13039 6.72014
C 2.18851 -4.57273 3.20447
Br 0.83247 -4.76012 4.58655
Br 2.56726 -6.26731 2.32761
Br 1.72989 -3.18177 1.92424
H 3.11122 -4.25720 3.70256
C -10.16770 5.41998 -9.56285
Br -8.93583 3.92575 -9.74691
Br -11.98928 4.91736 -10.02454
Br -10.06550 6.22906 -7.79676
H -9.85438 6.18322 -10.28280
C 0.61537 -9.45134 -0.52637
Br 1.47840 -9.95101 1.14385
Br 1.77907 -9.74239 -2.05771
Br -1.10386 -10.33474 -0.74537
H 0.41779 -8.37555 -0.47482
C -6.38730 0.28797 4.42099
Br -8.19328 0.91705 4.77707
Br -6.26363 -1.65083 4.51940
Br -5.70181 0.97239 2.73404
H -5.74677 0.68983 5.21299
C 9.30995 -4.42946 -0.02911
Br 10.54182 -5.92369 -0.21317
Br 7.48837 -4.93208 -0.49080
Br 9.41215 -3.62039 1.73697
H 9.62327 -3.66623 -0.74906
C -10.73280 -10.47771 7.80510
Br -9.86977 -10.97738 9.47531
Br -9.56909 -10.76876 6.27375
Br -12.45202 -11.36111 7.58610
H -10.93037 -9.40192 7.85664

# 2
24
Properties=species:S:1:pos:R:3 method="wB97M-V/def2-TZVPD" s_squared=2.01 orbital_gap_ev="7.9 / 7.3" lumo_ha="-0.2961 / -0.3538" total_charge=+2 multiplicity=3 energy_ha=-967.71377
O 1.91740 1.89786 -5.09253
C 1.19167 1.76318 -4.15534
Au 0.07362 0.07490 -0.02319
O -1.28900 2.00879 -2.14496
C -0.85390 1.32654 -1.34998
C -1.55492 0.03016 1.37824
O -2.39714 0.05413 2.14925
C 1.23742 -1.28668 1.01945
O 1.94320 -2.03508 1.53760
C -0.70742 -1.56335 -1.10858
O -1.04583 -2.44882 -1.78460
H 1.34854 -0.04543 -1.22670
C 1.57149 3.24418 -0.74459
C 1.38160 2.76367 0.67025
N 0.84369 1.62712 1.11420
C 0.89942 1.52872 2.49361
C 1.46787 2.69803 2.89745
N 1.74238 3.41513 1.76054
H 0.96507 4.13526 -0.83122
H 2.62365 3.48206 -0.82387
H 1.29137 2.48915 -1.45597
H 0.52085 0.64541 3.03577
H 1.65376 2.97276 3.91203
H 2.15662 4.30180 1.74043

# 3
12
Properties=species:S:1:pos:R:3 method="wB97M-V/def2-TZVPD" orbital_gap_ev=6.4 lumo_ha=-0.0649 de_lowest_ev=0.404 energy_ha=-1494.95498
C 0.61196 2.20261 -0.60474
N -4.79519 0.70609 -0.13784
N -0.41659 2.00866 0.02298
O 1.66150 2.53839 -0.91746
O -3.56366 -1.39380 0.25295
S 4.62527 -0.28737 1.21177
S -1.94162 1.41636 -0.18433
S -3.86018 -0.11657 0.89656
H -5.12610 0.24092 -0.93332
H -4.89208 1.64460 0.05682
H 3.73981 -0.78028 0.35172
H 4.08909 -1.15291 2.04572

# 4
18
Properties=species:S:1:pos:R:3 method="wB97M-V/def2-TZVPD" smiles="CS(=O)(=O)NC1(C#N)CC1" orbital_gap_ev=11.4 lumo_ha=0.0188 de_lowest_ev=4.748 energy_ha=-853.36888
C -2.33691 0.83613 0.70894
S -0.62847 0.93858 1.14742
O 0.06896 1.96761 0.36749
O -0.60656 1.01096 2.56424
N -0.20191 -0.63343 0.66414
C 1.19407 -0.53858 -0.27738
C 2.40667 -0.77240 0.38955
N 3.43019 -0.79420 0.92328
C 1.02111 -1.28811 -1.55173
C 0.73682 0.23496 -1.49277
H -2.50307 -0.01180 -0.06451
H -2.95744 0.38109 1.56093
H -2.81037 1.78512 0.65700
H -0.20070 -1.10076 1.53382
H 0.10801 -1.83696 -1.79861
H 1.95069 -1.71894 -2.05207
H 1.51062 0.84960 -1.89245
H -0.18172 0.69113 -1.38730